# 1
Density functional theory data (ωB97M-V/def2-TZVPD) for a molecular structure, C15H23AsF6FeNO4S2 at a distorted geometry.

XYZ file:
```
53
Properties=species:S:1:pos:R:3:forces:R:3:mulliken_spin:R:1
O -0.65618 -3.67370 -2.05688 0.2005 -0.4417 0.2071 0.00
H 1.73781 2.81117 2.49502 0.0744 0.0546 0.1059 0.01
C -0.98418 -1.50069 -3.38305 0.2867 -0.3346 0.2793 0.00
H -0.04399 2.46085 -3.74011 -0.0856 -0.0908 0.1042 0.00
C -1.01666 -3.50277 2.20972 -0.2372 -0.8064 0.5070 -0.04
H -2.99500 3.01523 -0.96801 -0.1882 -0.0946 -0.0253 0.01
H 1.39353 1.41803 -3.75735 -0.0987 -0.3276 -0.1339 0.00
C -0.12176 -2.81437 3.05831 0.0098 -0.0079 0.3209 0.03
H -1.70798 1.29307 0.34240 0.0459 -0.2342 0.0299 -0.02
H 0.85179 0.66561 1.59744 -0.0737 0.1064 -0.0809 -0.05
O 2.74048 -3.51952 -0.55482 -0.5112 0.3854 -0.0632 0.00
C 1.25622 2.81207 1.51938 0.0741 -0.1260 0.2648 0.03
H -3.37670 -1.05022 1.85229 0.3008 -0.2933 0.0749 0.01
O -1.00349 -1.61797 -0.77698 0.4397 0.0509 0.1999 0.06
C -1.94655 0.49626 3.59136 -0.0125 0.3601 -0.2883 0.00
O 1.58286 -1.64699 0.54032 0.0896 0.1122 -0.0007 0.06
C -1.60298 -0.84629 3.04826 0.5085 -0.5212 0.0338 0.01
N 1.21399 -1.95322 -1.90078 0.2271 0.2744 -0.4230 0.00
H -1.60994 3.22015 -2.01162 0.0538 0.3959 -0.2656 0.00
F 4.54702 -1.28611 -0.24032 0.1274 -0.0596 0.1915 0.00
Fe -0.30001 -1.81073 1.12374 0.4269 1.0147 -1.4357 3.67
H -2.55295 0.39553 4.48975 -0.0656 -0.1139 0.0833 0.00
As 0.47658 1.34923 -0.81436 0.0528 -0.6468 0.7848 0.67
S -0.29330 -2.31564 -1.90883 -0.6847 -0.2580 0.6742 0.02
C -2.20541 -2.86554 1.79633 -0.4725 -0.5847 0.2951 0.06
F 3.32250 0.13249 -1.28766 -0.2664 0.2281 -0.1329 0.02
C 3.62882 -1.15382 -1.16302 -0.2266 -0.5245 -0.0853 0.00
S 2.18050 -2.22138 -0.71021 0.5604 -0.6117 0.4116 0.04
C 1.27069 2.61134 -1.95599 1.5032 0.7470 -1.2853 0.07
H 1.76146 3.56709 0.91980 0.0094 -0.1072 -0.1337 0.00
H 0.81686 -3.28215 3.36074 -0.3104 0.1073 -0.0300 0.01
H 2.37898 2.58031 -1.76598 -1.0314 -0.0030 -0.0414 0.00
H -0.79965 -4.52999 1.92477 -0.1106 0.2090 -0.0179 0.00
H 2.36917 1.05908 0.81849 0.1060 0.0169 -0.0853 -0.01
H -2.93376 -3.40612 1.18102 0.4345 0.2785 0.1131 0.01
H -2.52445 1.08058 2.87710 -0.0735 0.0158 0.0018 0.00
F -0.37261 -2.01138 -4.40962 0.1227 -0.0927 -0.7811 0.00
H 0.25792 -0.95949 4.11625 0.0317 -0.1551 -0.1768 0.01
C -0.41283 -1.49366 3.44637 -0.0697 -0.0922 0.5278 0.04
C -2.46536 -1.55363 2.19347 -0.7270 0.2751 -0.1021 0.04
H 0.92022 3.59832 -1.66417 -0.0962 0.1667 0.2319 0.03
C -1.43892 1.55403 -0.68238 -0.5028 -0.0721 -0.0836 0.06
C 1.00598 2.38563 -3.46771 0.2266 -0.0392 0.2802 0.02
F -0.84068 -0.19107 -3.35808 0.1705 0.7489 0.0252 0.01
C -1.91201 2.97171 -1.00617 0.1297 -0.1621 0.2004 0.04
C 1.34631 1.39426 0.95043 -0.2974 0.3446 -0.3150 0.09
F 4.01565 -1.65577 -2.31103 0.3633 0.2861 -0.2507 0.00
H 0.22726 3.11985 1.67810 -0.1776 0.0796 -0.0413 0.00
H 1.54450 3.10423 -4.08732 0.0011 0.1759 0.3404 0.00
F -2.25598 -1.80622 -3.35423 -0.5988 -0.0042 -0.2691 0.00
H -1.87245 0.80418 -1.36798 0.1316 0.3905 0.4044 0.01
H -1.54316 3.70855 -0.28810 0.1117 -0.0505 -0.2009 0.00
H -1.05820 1.05958 3.86187 0.0978 0.0314 0.0559 0.00
```
Forces are in eV/Å.

LUMO (spin up / spin down)	-6.40 / -8.71	eV
largest force on an atom	0.0411	Eh/bohr
frontier orbital gap (spin up / spin down)	9.52 / 8.37	eV
multiplicity	6
expectation value of S²	8.769
ΔE to the lowest compared entry with this formula, charge and spin	0.0	kcal per mole
charge	+2



# 2
Density functional theory data (ωB97M-V/def2-TZVPD) for 10 unconnected molecules or ions with the total composition C38H61NO27 at a distorted geometry.

XYZ file:
```
127
Properties=species:S:1:pos:R:3:forces:R:3:mulliken_charge:R:1
H -0.57787 26.42210 4.63122 -0.3236 -0.4228 1.3450 0.36
O -0.90362 25.48691 1.10126 1.3691 1.3597 2.1736 -0.41
H 6.04587 22.81388 2.95182 -0.1787 -0.7779 1.9471 0.82
H 2.47989 26.98428 4.00999 0.5684 0.1197 -0.2375 -0.03
H -0.54721 22.41364 0.59357 0.2631 0.8456 0.0932 0.33
C -1.39541 24.45700 0.27434 -1.3317 0.0814 -0.7077 0.21
O 0.69669 24.01704 1.08658 1.6708 -0.1566 0.1254 0.09
H 5.93385 26.67630 10.24462 -0.2423 -0.3123 0.6968 0.41
O 12.04113 25.49330 2.21084 1.9447 -0.3410 -2.6853 -0.36
H 8.98162 26.24834 8.58318 -0.5628 -0.0740 0.1485 0.55
H 6.39813 24.31773 5.04072 -0.4018 1.6849 -0.8455 -0.09
H 11.30886 21.94882 6.88989 0.3428 -0.7737 1.4054 0.37
C 0.38960 25.26731 1.49324 -0.5225 -0.1522 -0.7875 0.40
C 11.66616 25.05650 7.70576 0.0200 -3.7256 -0.6086 -1.48
C 3.64520 26.71147 0.00927 1.0248 3.0621 2.7815 1.79
H 5.52147 27.73841 0.79614 -0.5454 0.7351 0.1301 0.30
H 3.43982 26.58601 1.07687 -0.0904 -0.9875 -0.2172 -0.79
C 4.29624 23.81244 2.14977 -0.1329 -2.4570 -1.1180 2.67
O 11.46054 26.62588 4.08872 0.0548 -2.0048 -2.2399 -0.65
C 11.39993 25.65492 3.32106 -0.2465 3.1624 3.5239 0.41
C 3.20076 22.67781 2.18595 -0.0749 0.9106 -0.5850 -0.45
C 10.71371 23.59590 2.61234 2.6790 0.0284 -0.2228 0.87
C 2.64841 27.81287 -0.40989 -2.4175 -1.4669 -0.2936 -0.37
H 12.58186 25.08811 8.22655 1.3526 -0.3587 0.4410 0.47
H 8.89144 24.19543 1.77033 -0.3384 0.8191 -0.4989 -0.21
O 2.51790 26.28026 7.89921 -0.5747 -2.5124 -1.7436 -0.15
O 3.33112 25.56967 -0.76491 3.7363 -0.6239 2.6117 -0.39
H -2.30543 23.99114 0.70551 0.3803 0.6512 -0.0446 0.30
H 2.47910 22.75128 1.36452 0.6064 0.0030 -0.0473 0.18
C 8.70580 26.38760 -0.08290 -0.0198 -0.0794 1.8670 -0.99
H 6.86870 23.71802 6.66647 0.1486 0.0003 -0.6686 0.35
C 6.95085 23.60891 5.56565 -1.7127 -3.5553 1.6447 -0.70
O 4.01657 27.64102 8.77013 1.1990 -1.1756 0.8549 -0.44
H -2.53030 25.91613 -0.96286 0.5486 -0.7428 -0.0222 0.34
O 10.65524 24.62759 3.59037 -2.0633 -1.3523 0.7224 -0.17
O 2.24559 28.46017 7.76107 0.0518 -1.2474 0.7132 -0.65
C 9.45552 23.30632 1.94013 -2.6947 -0.4720 1.3824 -1.06
H 6.03764 25.04420 9.70989 -0.2045 -0.0412 -0.3074 0.32
O -3.04732 26.83116 7.26350 1.1824 1.9938 -0.4591 -0.38
H 4.63093 25.43256 10.69917 0.2213 0.7985 -0.8727 0.30
C 7.84953 25.15833 -2.07123 -2.0891 2.1870 -0.8809 -0.99
H 0.18350 24.88682 5.24966 -0.6842 1.2984 0.3163 0.22
H -1.80086 24.50614 -1.88809 -0.6793 -0.1932 0.2003 0.39
C -0.15788 25.93759 5.56002 2.0605 -1.8016 -1.0108 -0.99
H 8.82415 22.73905 2.66386 0.2331 0.2026 -0.6020 0.11
O 10.46420 22.88149 5.45541 -4.6329 2.8612 -1.9759 0.50
H 9.47558 22.73422 1.03572 0.5597 -0.3631 -0.4998 0.63
H 3.46147 24.71688 8.66897 -0.2503 -0.6752 0.0150 0.45
C -0.26385 23.43182 0.24606 -1.3800 -0.3447 -1.1763 -0.53
H 11.66002 25.90262 7.11679 -0.7532 2.0801 -1.1308 0.44
O 2.73879 24.53585 5.03299 0.2485 -1.2627 -3.1607 -0.51
C 11.80627 24.19127 1.66634 -2.6236 -0.6586 -0.8162 -0.45
O 4.38908 27.31462 3.28409 1.3153 0.4444 -0.6437 -0.01
H 12.62367 23.56323 1.43085 1.6897 -0.1552 0.9315 0.36
O 1.85894 27.04162 -1.38213 0.2998 0.8887 0.0204 -0.38
H -1.30582 27.58448 8.09069 -0.2163 -0.2383 -0.2171 0.25
H 4.24996 25.05842 7.14405 -1.6838 0.3117 -1.0924 -0.24
O -2.09807 24.99933 6.57892 0.0856 -2.0022 -0.8391 -0.39
C 2.27898 25.76383 -1.40964 -4.3460 0.5175 -4.2042 0.52
C 3.05100 24.09337 3.90624 -1.1926 1.6256 5.8266 -0.37
H 8.29355 27.39959 -0.30072 0.9333 -0.5817 -0.4346 0.46
H 11.61379 24.17532 7.03177 0.5194 0.6898 0.1335 0.14
H 8.00492 26.30758 4.63222 -0.6202 -0.6510 2.6523 0.82
H 7.47392 26.15126 -2.43454 -0.2298 -0.6696 0.4053 0.33
H 3.08017 28.70466 -0.85649 -0.0022 -0.0945 -0.1620 0.36
C 7.88251 26.57646 3.65555 0.1616 -0.9270 -3.8616 -1.07
H 8.01071 26.09925 0.78192 0.4305 -0.6339 -1.7127 0.06
C -1.00313 25.81072 6.84858 1.4410 1.8807 -2.2099 0.68
H 8.03520 24.68835 -2.97627 0.8618 -1.2255 -1.7560 0.55
H 12.35667 22.14790 5.52170 -0.3044 0.1857 -0.3776 0.26
H -0.80623 25.71988 -1.37360 0.5140 0.4916 0.2955 0.25
C 5.68923 23.30386 2.09894 -0.5289 -1.3738 -0.6123 -2.87
H 9.16948 25.36530 7.04206 0.0875 -0.4904 1.1791 -0.39
C 5.53202 27.13315 3.89347 -0.2371 -0.3016 8.8334 0.72
O 8.25253 23.54817 5.13244 4.6416 1.0746 -0.8245 0.61
H 3.51868 21.64592 2.27166 0.5223 -0.0485 0.1748 0.39
H -0.02783 23.36770 -0.83364 1.0979 -0.0934 0.6971 0.30
O 1.18007 26.01437 2.03432 -1.6674 -1.0608 -0.7079 -0.38
H 6.53912 22.62293 5.25984 -0.3501 0.4597 0.7197 0.39
O 1.68899 24.97374 -2.11574 0.4825 -0.1472 0.8780 -0.64
H 2.74583 28.57210 3.35362 0.4619 0.2213 -0.1202 0.31
O 10.39618 23.47471 9.06628 0.1642 0.3469 0.0972 -0.41
C -1.63837 27.16719 7.12616 -0.2259 -0.1777 2.5737 -0.45
H 11.32606 24.15846 0.66561 0.0967 1.2942 0.3322 0.09
C 5.30842 25.83788 9.90374 0.9081 0.3497 0.7581 -1.55
C 4.73999 26.37504 8.62988 -0.7438 0.4583 -0.5440 0.97
H 10.98285 22.67781 3.12074 0.7445 0.0556 0.1729 0.22
O 2.48178 23.04173 3.34053 -0.2997 0.3101 0.7703 -0.34
H 3.35365 28.09424 4.96441 0.8200 0.5815 0.9152 0.60
O 8.56489 22.13383 9.23868 0.4627 -0.4588 0.3570 -0.56
C 10.57437 24.83894 8.70545 0.7250 1.5183 -1.3600 0.64
H 1.79551 28.04763 0.30052 1.8004 0.1344 -0.0647 0.19
H 9.65062 26.37078 0.45689 0.2397 1.1583 0.2275 0.33
H 5.51495 26.61363 7.89382 0.1447 -0.1589 0.3065 0.00
O 6.51209 26.72690 3.11278 0.4458 0.7437 0.4705 -0.13
H -1.40271 27.93488 6.42010 -0.4482 0.1911 -0.9315 0.31
H 9.30774 24.41404 -0.85916 0.3856 1.1853 0.0483 0.03
H 8.28716 25.75951 3.00670 -0.4725 0.4425 0.7789 -0.13
C 3.21947 27.80446 3.95806 -1.5457 -1.2819 -0.3027 -0.84
H -0.43151 25.38856 7.66962 0.0804 0.0561 0.0362 0.30
O 4.09834 24.60556 3.29031 -0.3194 -0.6942 -0.4544 0.92
C -1.68696 25.19325 -1.04538 -0.3024 -0.5672 -0.2857 -1.24
H 10.98788 20.93560 5.47175 0.3603 0.0237 0.1867 0.38
H 0.84973 26.41027 5.68864 -0.9911 -0.0640 0.4931 0.00
O -4.30545 25.07852 6.92071 -0.4281 -0.6438 -0.8175 -0.57
H 6.31622 24.11010 2.01828 1.8177 2.0548 -0.7726 0.30
C 9.24348 25.28201 8.16892 -0.7772 -0.4807 -0.4463 0.13
C 3.67075 25.50086 7.96138 2.4383 -1.8870 2.1160 0.08
C 11.33867 21.90665 5.83482 0.6089 -1.9854 0.4591 -1.08
C 5.11966 27.18893 -0.03659 0.0695 -3.0100 -2.0284 -1.03
C 6.73918 24.41925 -1.47958 0.9722 0.7467 0.1626 0.36
O 8.37577 24.20099 8.67203 -2.0217 4.7875 -1.9356 -0.28
C 9.11264 22.63940 5.54257 -1.2837 -7.9764 4.6672 0.08
H 8.57295 27.38050 3.44319 -0.6182 0.9343 -0.1169 0.43
C 2.87248 27.48052 8.14217 -1.2871 6.0858 -1.1337 0.54
H 10.96959 25.54525 9.41492 -0.8767 -0.4886 1.9817 0.30
H 5.32911 27.54564 -1.06116 0.0994 0.5919 0.6139 0.52
H 4.05159 24.38224 1.30405 0.0719 0.9705 -1.2511 -1.33
H 9.83303 25.79035 -1.87117 0.4704 0.4213 -0.1453 0.49
O 8.69880 21.41303 6.15442 2.3134 7.5735 -3.9684 -0.69
H 5.71358 26.24355 -0.01028 -0.3411 0.5215 0.1532 -0.32
C 9.05404 23.19088 9.00327 1.7011 -3.1500 1.1700 0.45
C 9.03928 25.44226 -1.24258 -1.1194 -1.9349 1.7696 -0.17
H 5.88014 22.55451 1.33815 -0.2534 0.3844 -0.6225 0.64
N 5.89153 23.86445 -0.95680 -0.7281 -0.6514 0.2960 -0.44
C -3.23337 25.58941 6.84622 -1.4920 -0.0221 1.6916 0.62
O 5.63949 27.19248 5.31094 -0.2274 -0.1584 -8.0683 -0.72
```
Forces are in eV/Å.

LUMO	-0.04	eV
largest force on an atom	0.1814	Eh/bohr
frontier orbital gap	10.08	eV
SMILES	C[C@H]1COC(=O)O1.C[C@H]1COC(=O)O1.C[C@H]1COC(=O)O1.C[C@H]1COC(=O)O1.C[C@H]1COC(=O)O1.C[C@H]1COC(=O)O1.C[C@H]1COC(=O)O1.COC(=O)OC.COC(=O)OC.CCCC#N
ΔE to the lowest compared entry with this formula, charge and spin	56.5	kcal per mole



# 3
Density functional theory data (ωB97M-V/def2-TZVPD) for 2 unconnected molecules or ions with the total composition C4H12O at a distorted geometry.

XYZ file:
```
17
Properties=species:S:1:pos:R:3:forces:R:3:mulliken_spin:R:1
C 1.08525 -0.74555 -0.18195 -0.6739 -0.9530 -0.3804 0.01
H 3.25409 -0.84746 0.08029 0.0964 -0.4266 -0.5120 0.00
H 2.37765 -0.70698 1.51106 -0.2667 -0.0061 -0.2698 0.00
C -0.19763 -1.13865 0.59059 -0.5779 0.4165 -1.4047 0.00
H -2.00423 1.70421 0.61353 0.8333 0.3783 -0.0408 0.08
H -0.12482 -2.03808 1.19044 0.4413 0.1985 0.4937 0.00
H 1.18589 0.32013 -0.41442 -0.2585 0.1901 0.4211 0.00
O -1.72135 2.77810 -1.27975 0.1605 -0.7414 1.0569 0.68
H 0.93410 -1.17410 -1.18249 0.6061 -0.2404 0.1089 0.01
C -2.19835 1.75619 -0.47347 -1.5900 -0.0056 -1.3689 0.11
H -0.74593 2.75190 -1.23422 0.5050 0.4991 -0.1068 -0.02
H -0.63743 -0.29451 1.11434 0.0863 -0.1275 0.6575 0.00
H -3.26754 1.71358 -0.65285 -0.0788 -0.0324 0.1524 0.00
H -1.70132 0.84126 -0.90339 0.2448 -0.2107 0.3338 0.11
H 2.39594 -2.24968 0.83731 -0.1472 -0.2779 -0.7229 0.00
H -0.96700 -1.45948 -0.13849 0.0209 0.2906 0.0215 0.01
C 2.33267 -1.21086 0.52346 0.5984 1.0482 1.5605 0.00
```
Forces are in eV/Å.

LUMO (spin up / spin down)	-4.38 / -10.93	eV
largest force on an atom	0.0408	Eh/bohr
frontier orbital gap (spin up / spin down)	10.11 / 3.47	eV
multiplicity	2
expectation value of S²	0.755
ΔE to the lowest compared entry with this formula, charge and spin	23.5	kcal per mole
charge	+1



# 4
Density functional theory data (ωB97M-V/def2-TZVPD) for a molecular structure, C9H20BGdO2 at a distorted geometry.

XYZ file:
```
33
Properties=species:S:1:pos:R:3:forces:R:3:mulliken_spin:R:1
C -2.05505 1.18197 2.58189 -0.1199 0.0267 0.0136 0.01
Gd -1.72957 -2.39079 0.30307 -0.1579 -1.5650 -1.3206 7.70
H -2.67728 1.44785 3.43849 0.1189 -0.0608 -0.1228 0.00
C 0.61031 0.55114 -1.56032 -0.5329 0.1126 -0.8956 -0.49
O -1.60783 -2.04632 3.37254 -0.0971 -0.6107 0.5698 0.02
H 1.37568 -1.61134 2.82228 -0.0441 0.0058 -0.1826 -0.02
H 0.05141 -1.49262 -1.16471 0.1227 0.1143 -0.0961 -0.06
H -2.21322 1.91179 1.78586 -0.0040 -0.0715 0.1777 0.00
H 2.80804 0.87070 -0.62414 -0.0987 -0.1187 -0.2523 -0.03
H -1.01075 1.23719 2.89379 -0.1017 -0.0370 -0.0896 0.00
H -1.16804 -0.23966 -0.61342 0.2140 0.1965 -0.0802 -0.10
H -3.44079 -0.54760 2.46450 0.1275 0.1839 -0.0431 -0.02
H 2.93477 -0.72676 1.21471 -0.1639 -0.0354 -0.0609 -0.01
C 1.88855 -0.73833 0.85381 0.0645 -0.2358 -0.2472 -0.01
H -0.98390 -0.64276 -2.33827 0.0494 -0.0060 0.0674 0.02
H 1.68320 -0.60559 -3.02422 -0.0063 0.1213 0.0867 0.00
C 1.42709 0.44006 -2.81907 -0.0216 -0.0821 0.1007 -0.03
C -0.43579 -0.52514 -1.39089 0.0337 0.0738 -0.1363 -0.06
C -2.46225 -0.24304 2.07615 -0.7475 0.8037 0.3496 -0.02
H 0.41386 0.28523 -4.76813 0.0515 0.0966 0.1202 -0.01
H 1.17232 1.85498 -4.46119 -0.0908 -0.1301 0.0393 0.00
H 0.19837 1.54513 -1.37076 0.3215 -0.0699 0.1430 -0.02
H 1.38654 1.57367 0.62121 -0.2623 -0.1650 -0.1516 -0.01
B 1.84274 0.63012 0.02532 0.4762 0.2668 1.0655 -0.21
H -0.35932 1.46066 -3.70430 0.1613 -0.0846 0.0550 0.00
C 0.60924 1.04017 -4.00182 -0.0540 0.0376 -0.2119 -0.07
H -2.54894 -0.17185 0.98459 0.0532 0.0899 -0.1112 0.04
O -0.35303 -1.32796 1.66337 0.0857 0.3183 -0.4708 0.56
C -1.47694 -1.25668 2.50494 0.6259 0.7692 1.2330 -0.17
H 1.82925 -1.67114 0.27210 0.2021 0.0638 0.0982 0.00
H 2.36661 0.97999 -2.71149 -0.1463 -0.0040 0.0076 -0.02
C 1.05654 -0.86575 2.09241 -0.1965 0.1290 0.4005 0.00
H 0.86818 0.09269 2.58169 0.1374 -0.1331 -0.0549 0.01
```
Forces are in eV/Å.

LUMO (spin up / spin down)	-9.00 / -8.80	eV
largest force on an atom	0.0399	Eh/bohr
frontier orbital gap (spin up / spin down)	7.70 / 7.38	eV
multiplicity	8
expectation value of S²	16.776
charge	+2